[1]
One molecule with the formula C4H12N2S at a distorted geometry. Source: the OMol25 dataset; level of theory: the ωB97M-V functional and the def2-TZVPD basis.

```
19
Properties=species:S:1:pos:R:3:forces:R:3:nbo_charge:R:1
C -0.1151 0.6855 -1.4126 -0.780 -1.611 0.792 -0.643
C 0.0160 -0.5576 -0.4808 0.538 0.111 0.140 -0.045
C -1.2917 -1.3689 -0.4493 0.196 -0.067 -1.252 -0.522
S -1.6037 -2.1221 -2.1008 -0.294 0.016 0.157 -0.050
N 0.3412 -0.2557 0.9375 -0.550 -0.831 -2.422 -0.692
C 1.4601 0.6529 1.1652 -0.317 0.041 0.513 -0.039
N 1.3330 1.5435 2.3003 0.085 -0.069 -0.091 -0.845
H -0.5051 0.3245 -2.3601 0.072 0.069 -0.207 0.218
H -0.9151 1.2711 -0.9400 0.638 0.715 -0.272 0.201
H 0.8621 1.1125 -1.6007 -0.224 0.646 0.196 0.219
H 0.8113 -1.1917 -0.9090 -0.248 -0.040 0.131 0.179
H -1.2270 -2.2275 0.2170 0.062 0.192 0.214 0.233
H -2.1809 -0.7654 -0.2173 0.387 -0.077 0.205 0.218
H -2.3992 -1.1543 -2.5891 0.122 -0.119 0.049 0.120
H -0.5636 -0.3471 1.3582 0.341 1.206 1.500 0.378
H 2.3123 -0.0234 1.2340 0.474 0.486 0.365 0.178
H 1.6470 1.3306 0.3210 -0.343 -0.488 -0.185 0.167
H 0.3835 1.8890 2.3245 0.097 0.123 0.314 0.358
H 1.6349 1.2042 3.2019 -0.258 -0.303 -0.147 0.367
```
Positions in Å, forces in eV/Å.

The spin multiplicity is 1. As for the total charge: 0. The HOMO-LUMO gap comes out at 9.28 eV. The calculation puts the total energy at -667.2601 Ha.

***

[2]
One molecule with the formula C4H12N2S at a distorted geometry. Source: the OMol25 dataset; level of theory: the ωB97M-V functional and the def2-TZVPD basis.

```
19
Properties=species:S:1:pos:R:3:forces:R:3:nbo_charge:R:1
C 2.0616 -0.9043 -0.5191 2.199 0.983 -1.348 -0.436
N 1.4255 -0.3872 0.6492 -0.335 -1.612 0.370 -0.623
C 0.0043 -0.0808 0.4951 -1.718 1.124 2.625 -0.054
C -0.8246 -0.6669 -0.6516 -0.581 0.190 0.743 -0.250
N -2.1439 0.0411 -0.8309 -0.341 -1.284 -0.831 -0.826
C -0.0613 1.4851 0.3934 -0.304 -0.680 -0.699 -0.561
S -1.1819 2.4722 1.3648 -1.744 -0.187 1.992 -0.049
H 3.1412 -1.0948 -0.2936 -0.844 -0.174 0.056 0.208
H 1.6365 -1.8317 -0.9654 0.125 0.726 -0.004 0.174
H 2.1783 -0.0260 -1.2298 -0.553 -1.315 0.135 0.194
H 1.5233 -1.0958 1.3731 -0.086 0.277 -0.040 0.356
H -0.4137 -0.4413 1.5126 0.098 0.938 -1.515 0.187
H -1.0456 -1.7159 -0.4734 0.586 -0.368 -0.302 0.181
H -0.1528 -0.4890 -1.4705 -0.344 -0.302 -1.087 0.196
H -2.8611 -0.4928 -0.3072 0.722 0.644 0.197 0.352
H -2.5034 -0.1722 -1.7895 0.832 0.473 0.728 0.355
H 0.8794 1.7811 0.7943 0.974 0.370 -0.630 0.231
H -0.2869 1.8203 -0.6848 0.613 -0.401 1.636 0.237
H -1.3750 1.7991 2.6334 0.701 0.599 -2.030 0.125
```
Positions in Å, forces in eV/Å.

The spin multiplicity is 1. As for the total charge: 0. The HOMO-LUMO gap comes out at 9.12 eV. The calculation puts the total energy at -667.2336 Ha.

***

[3]
One molecule with the formula C4H12N2S at a distorted geometry. Source: the OMol25 dataset; level of theory: the ωB97M-V functional and the def2-TZVPD basis.

```
19
Properties=species:S:1:pos:R:3:forces:R:3:nbo_charge:R:1
N 0.3266 -2.4464 1.8444 0.057 -0.251 0.536 -0.836
C 0.4578 -1.9598 0.4898 0.671 0.421 -0.237 -0.037
N 0.3279 -0.5039 0.4852 0.676 -0.729 0.112 -0.639
C 0.4064 0.0171 -0.8739 -0.194 0.161 0.471 -0.226
C 0.4210 1.5422 -0.8631 -0.991 0.051 0.166 -0.405
C -0.7060 2.1850 -0.0232 0.446 -0.298 -0.284 -0.517
S -2.3741 1.5274 -0.3146 0.021 -0.138 0.568 -0.049
H 1.0544 -2.0461 2.4332 -0.147 0.241 -0.221 0.358
H 0.5056 -3.4446 1.8928 -0.287 0.002 -0.191 0.357
H -0.3102 -2.3842 -0.1577 -0.223 -0.462 0.069 0.150
H 1.4330 -2.2242 0.0524 -0.074 0.185 -0.124 0.145
H -0.5654 -0.3400 0.9193 -0.407 0.421 -0.071 0.363
H -0.3945 -0.3908 -1.5050 -0.084 0.182 -0.072 0.171
H 1.3452 -0.3325 -1.2944 0.168 -0.059 -0.128 0.195
H 0.2961 1.9216 -1.8790 0.423 -0.039 -0.095 0.201
H 1.3517 1.8792 -0.4087 0.174 0.106 -0.282 0.215
H -0.7383 3.2558 -0.1962 0.122 0.114 0.062 0.218
H -0.4579 2.0173 1.0203 -0.335 0.010 0.228 0.226
H -2.3793 1.7270 -1.6214 -0.016 0.082 -0.505 0.112
```
Positions in Å, forces in eV/Å.

The spin multiplicity is 1. As for the total charge: 0. The HOMO-LUMO gap comes out at 9.89 eV. The calculation puts the total energy at -667.2868 Ha.

***

[4]
A 2-piece molecular cluster, C4H12N2S overall at a distorted geometry. Source: the OMol25 dataset; level of theory: the ωB97M-V functional and the def2-TZVPD basis.

```
19
Properties=species:S:1:pos:R:3:forces:R:3:nbo_charge:R:1
C 1.6986 -1.2977 0.2358 3.702 4.732 1.639 -0.655
C 0.5607 -0.2405 0.3090 -2.079 -4.887 -5.449 0.173
C -0.6870 -0.7446 1.3192 0.018 0.912 -0.895 -0.586
S -1.1026 0.5251 2.4548 0.016 -0.109 0.577 -0.321
N 0.0811 -0.0919 -1.1215 1.954 0.573 2.186 -0.581
C -0.7597 1.1053 -1.4083 -0.479 -1.126 0.457 -0.050
N -1.9736 1.0387 -0.6321 0.027 1.447 0.904 -0.896
H 2.6441 -0.7263 -0.3233 -2.514 -2.080 0.664 0.213
H 2.2001 -1.4499 1.2449 -1.050 0.095 -0.894 0.235
H 1.3365 -2.2051 -0.1026 -0.360 -1.634 -1.226 0.241
H 0.9927 0.7319 0.7957 0.394 1.917 0.885 0.003
H -1.5972 -0.9962 0.6641 1.801 0.355 0.712 0.239
H -0.2308 -1.6809 1.6960 -0.246 0.591 0.248 0.221
H 1.3924 1.5342 0.7391 -0.713 -0.368 0.528 0.253
H 0.8942 -0.0499 -1.7603 -0.451 -0.510 0.513 0.361
H -0.0750 1.9180 -1.1785 -0.540 0.890 0.236 0.173
H -0.9878 1.1434 -2.5120 0.289 -0.237 1.054 0.192
H -2.4429 0.1594 -0.8551 0.044 0.626 0.536 0.365
H -1.9438 1.3270 0.4352 0.188 -1.188 -2.676 0.419
```
Positions in Å, forces in eV/Å.

The spin multiplicity is 1. As for the total charge: 0. The HOMO-LUMO gap comes out at 5.41 eV. The calculation puts the total energy at -667.0597 Ha.

***

[5]
One molecule with the formula C4H12N2S2 at a distorted geometry. Source: the OMol25 dataset; level of theory: the ωB97M-V functional and the def2-TZVPD basis.

```
20
Properties=species:S:1:pos:R:3:forces:R:3:nbo_charge:R:1
C -0.8946 -0.4629 -2.1753 0.844 -1.775 1.002 -0.434
N -1.0116 -0.5580 -0.6601 -1.296 0.421 -1.010 -0.668
C -0.6662 0.7664 -0.0424 -1.563 -0.563 -1.958 -0.073
C -1.9950 1.7072 0.0312 2.853 1.104 -2.732 -0.207
N -3.0519 1.2313 0.7913 -2.306 3.677 -0.682 -0.845
C 0.0742 0.4725 1.2129 -0.962 -0.672 0.560 -0.538
S 1.8354 -0.1239 1.0902 -0.543 0.775 1.103 0.078
S 2.1526 -1.3402 -0.4841 -0.159 -0.116 -0.981 -0.127
H 0.2195 -0.3384 -2.3995 -1.564 0.034 0.252 0.211
H -1.1610 -1.4957 -2.5577 0.080 1.329 0.104 0.203
H -1.4880 0.3297 -2.6609 0.131 -0.302 0.209 0.178
H -1.9894 -0.9068 -0.3438 2.101 1.045 -0.930 0.356
H 0.0354 1.2533 -0.7534 -0.538 -0.036 0.333 0.208
H -2.2773 1.8232 -1.0832 0.391 -0.101 1.488 0.172
H -1.6734 2.7291 0.3570 -0.071 -0.610 -0.173 0.170
H -3.9976 1.3187 0.4392 0.452 0.138 -0.148 0.373
H -2.9290 0.4006 1.1590 0.695 -4.990 2.351 0.349
H -0.4861 -0.4013 1.6768 0.666 1.431 0.162 0.220
H 0.0116 1.4471 1.7380 0.710 -0.907 0.658 0.241
H 1.2631 -2.3456 -0.3440 0.080 0.119 0.392 0.133
```
Positions in Å, forces in eV/Å.

The spin multiplicity is 1. As for the total charge: 0. The HOMO-LUMO gap comes out at 9.05 eV. The calculation puts the total energy at -1065.4232 Ha.

***

[6]
A 2-piece molecular cluster, C4H12N3 overall at a distorted geometry. Source: the OMol25 dataset; level of theory: the ωB97M-V functional and the def2-TZVPD basis.

```
19
Properties=species:S:1:pos:R:3:forces:R:3:nbo_charge:R:1
C -1.6587 0.4306 0.2184 -0.125 0.215 0.301 -0.248
C -0.6928 1.2026 -0.7767 -0.845 -0.106 -0.289 -0.370
C -1.1435 2.6152 -1.0903 -1.081 0.666 0.704 -0.637
N 2.5627 -2.7680 1.2614 0.245 0.810 -0.377 -0.737
C 2.2939 -1.7843 0.3024 0.393 -0.304 1.262 0.172
N 1.4169 -0.9134 0.5161 0.749 -0.260 -0.336 -0.170
N -1.1605 -0.8699 0.4373 0.615 -0.198 -0.537 -0.521
H -2.6877 0.3666 -0.1258 -0.038 0.132 -0.121 0.225
H -1.6809 0.9442 1.2023 0.152 0.274 -0.405 0.248
H -0.7165 0.6745 -1.7306 0.206 -0.485 0.212 0.218
H 0.2839 1.1008 -0.3025 0.107 0.342 -0.294 0.216
H -0.9440 3.2877 -0.2534 0.488 0.209 -0.327 0.223
H -2.2335 2.7424 -1.1937 0.005 -0.728 0.158 0.228
H 3.4064 -3.2794 1.0577 0.222 -0.123 -0.116 0.407
H 2.6447 -2.3280 2.1665 -0.392 -0.380 0.540 0.411
H 3.0409 -1.7727 -0.5027 -0.769 0.103 -0.680 0.278
H -0.8463 3.0044 -2.0646 0.800 -0.078 0.295 0.245
H -1.7365 -1.6856 0.2686 0.080 0.071 0.129 0.411
H -0.1485 -0.9676 0.6095 -0.812 -0.158 -0.119 0.402
```
Positions in Å, forces in eV/Å.

The spin multiplicity is 1. As for the total charge: +1. The HOMO-LUMO gap comes out at 4.94 eV. The calculation puts the total energy at -323.4253 Ha.

***

[7]
An isolated ion of composition C4H12N3 and charge +1 at a distorted geometry. Source: the OMol25 dataset; level of theory: the ωB97M-V functional and the def2-TZVPD basis.

```
19
Properties=species:S:1:pos:R:3:forces:R:3:nbo_charge:R:1
N 1.4244 2.3162 -1.5741 -2.376 0.560 -0.234 -0.830
C 0.3339 1.3376 -1.0553 -1.437 4.102 -3.131 -0.213
C 0.9667 0.4645 -0.1325 1.126 -3.101 0.929 -0.498
C 0.1374 -0.7382 0.2625 -1.219 2.251 -0.130 0.249
N 0.6078 -2.0712 0.0882 0.097 0.139 3.920 -0.936
C -1.0695 -0.3376 0.7238 -0.201 -1.479 0.732 -0.118
N -1.8389 -1.4632 1.4336 -2.422 3.303 -0.685 -0.700
H 1.8700 2.8039 -0.7438 -0.996 -0.540 -1.413 0.361
H 0.8433 3.0264 -2.1596 1.831 -1.228 1.501 0.371
H -0.4246 1.9908 -0.5182 0.435 -0.889 -0.549 0.167
H -0.2489 0.8616 -1.9500 1.432 0.673 1.498 0.208
H 1.2912 1.0480 0.7019 0.169 0.121 0.951 0.232
H 1.8376 -0.0070 -0.5213 1.060 0.138 -0.770 0.239
H 0.6447 -2.4592 -0.8436 0.479 0.075 0.268 0.435
H 1.2862 -2.3601 0.8976 -1.339 0.409 -2.901 0.427
H -1.5735 0.6794 0.7502 1.087 -1.599 0.076 0.263
H -2.4923 -1.9038 0.8084 -0.432 -0.390 -0.576 0.435
H -1.1401 -2.1196 1.6266 1.177 -1.613 1.149 0.451
H -2.4553 -1.0684 2.2057 1.532 -0.931 -0.635 0.456
```
Positions in Å, forces in eV/Å.

The spin multiplicity is 1. As for the total charge: +1. The HOMO-LUMO gap comes out at 8.85 eV. The calculation puts the total energy at -323.5425 Ha.

***

[8]
An isolated ion of composition C4H12N3 and charge +1 at a distorted geometry. Source: the OMol25 dataset; level of theory: the ωB97M-V functional and the def2-TZVPD basis.

```
19
Properties=species:S:1:pos:R:3:forces:R:3:nbo_charge:R:1
H -1.5834 -3.1578 -0.5486 -0.450 0.977 0.127 0.369
N -0.9554 -2.8430 0.1899 0.725 -1.676 -0.168 -0.696
C 0.0181 -2.0995 -0.0975 0.194 0.933 0.097 0.265
N 0.0946 -1.0713 -1.0359 0.556 -0.388 -0.437 -0.670
C 1.1098 -0.0195 -0.9650 -0.181 -0.602 0.748 -0.232
C 0.3928 1.2847 -0.6630 -0.489 1.173 -0.770 -0.446
C 0.1115 1.6333 0.7762 0.637 1.134 0.778 -0.230
N -0.9354 0.7188 1.4025 0.774 -1.020 -1.419 -0.694
H 0.9284 -2.1193 0.5267 -0.476 0.240 0.315 0.161
H -0.2971 -1.2032 -1.9555 -0.382 -0.124 0.070 0.411
H 1.7166 0.0468 -1.8652 -0.166 0.027 -0.127 0.234
H 1.8052 -0.2735 -0.1508 -0.084 0.077 -0.173 0.207
H -0.5752 1.3120 -1.1669 -0.025 -0.278 -0.345 0.219
H 0.9091 2.1296 -1.1335 0.178 -0.024 0.423 0.261
H -0.2425 2.6564 0.9370 -0.312 -0.193 -0.501 0.239
H 1.0428 1.6758 1.3368 -0.081 -0.845 0.465 0.238
H -1.8693 1.0550 1.1701 -0.097 0.148 0.574 0.447
H -0.8634 -0.1638 0.8692 -0.131 -0.112 0.133 0.461
H -0.8072 0.4384 2.3735 -0.189 0.554 0.209 0.456
```
Positions in Å, forces in eV/Å.

The spin multiplicity is 1. As for the total charge: +1. The HOMO-LUMO gap comes out at 9.38 eV. The calculation puts the total energy at -323.5945 Ha.